ORCA calculation (wB97M-V/def2-TZVPD) on 13 unconnected molecules or ions with the total composition C62H115N8O20P5 at a distorted geometry.

Geometry as XYZ:
```
210
Properties=species:S:1:pos:R:3
N 15.27393 20.79550 13.62569
C 15.34915 22.07751 13.20790
C 15.87556 22.83694 14.18181
C 16.19001 21.94914 15.26796
C 15.82578 20.71035 14.87330
H 14.93796 19.98919 13.12509
H 14.91326 22.35651 12.25675
H 15.90242 23.92359 14.14160
H 16.72022 22.18405 16.18026
H 15.88506 19.78877 15.41435
N 15.14607 15.82534 16.84632
C 14.65037 16.04579 15.55977
C 14.07893 17.32416 15.52525
C 14.30521 17.87421 16.82008
C 14.91391 16.95281 17.57470
H 15.38815 14.91413 17.19611
H 14.82740 15.31871 14.75199
H 13.71296 17.78875 14.62464
H 13.98092 18.85349 17.16256
H 15.26364 16.92812 18.58129
N 21.50985 21.79052 25.96145
C 21.08433 20.47992 25.91902
C 21.89986 19.82409 25.03909
C 22.85836 20.77188 24.54326
C 22.60895 21.96210 25.16828
H 21.12896 22.54553 26.47103
H 20.35750 20.11070 26.63696
H 21.81744 18.78218 24.74057
H 23.69056 20.50893 23.91554
H 23.05066 22.92966 24.96500
N 20.16216 14.26332 23.78429
C 19.35191 14.10681 24.85716
C 18.75866 15.27407 25.17656
C 19.20889 16.26540 24.17384
C 20.07056 15.56065 23.35120
H 20.70178 13.55156 23.32900
H 19.32345 13.14484 25.32236
H 18.04446 15.47604 25.96619
H 18.95572 17.29036 24.06986
H 20.49031 15.91914 22.42730
N 18.28010 16.15112 12.48284
C 18.30676 15.93456 11.14185
C 17.02946 15.93561 10.64632
C 16.15260 16.13262 11.83039
C 16.98901 16.16677 12.89392
H 19.09092 15.89169 13.02678
H 19.23468 15.81039 10.62280
H 16.80804 15.78872 9.61859
H 15.05610 16.19199 11.93843
H 16.74418 16.19909 13.95554
N 23.27167 22.16049 20.41700
C 22.99991 23.30795 21.04220
C 22.76987 24.28605 20.10879
C 22.87974 23.64110 18.81663
C 23.29474 22.35135 19.07443
H 23.45350 21.28144 20.88670
H 22.87471 23.47542 22.09153
H 22.64312 25.34110 20.28552
H 22.69848 24.03879 17.82532
H 23.64758 21.54840 18.42506
N 17.71782 11.13877 21.50732
C 16.79814 10.41975 20.82103
C 15.58390 11.01738 20.96268
C 15.79676 12.15419 21.77026
C 17.15218 12.22338 22.07329
H 18.71642 10.99425 21.39169
H 17.11781 9.62158 20.19108
H 14.64760 10.80574 20.46576
H 15.02456 12.81016 22.14027
H 17.60894 12.87806 22.80186
N 17.92365 14.00461 17.50939
C 17.84367 13.76430 16.18498
C 16.74877 12.95807 15.90542
C 16.11550 12.71836 17.17558
C 16.94967 13.28753 18.11944
H 18.67187 14.51834 17.97908
H 18.48278 14.28601 15.53427
H 16.45296 12.62210 14.92285
H 15.24845 12.13645 17.44829
H 16.92850 13.29121 19.21398
C 19.55489 22.99644 18.78517
C 19.87839 22.56228 17.35166
O 19.02188 23.24347 16.48633
P 19.40810 24.82117 16.22119
O 20.82086 25.15556 16.44864
O 18.38716 25.76192 17.08735
C 17.01226 25.42515 17.07901
C 16.12681 26.64989 17.42495
O 18.83298 24.92755 14.73429
C 19.41662 24.11268 13.68352
C 19.47262 25.07302 12.53993
H 19.57813 24.07390 18.92019
H 18.55618 22.57225 19.00412
H 20.28342 22.60592 19.50760
H 20.92799 22.77290 17.12388
H 19.70452 21.52286 17.16274
H 16.68485 24.99555 16.12283
H 16.82715 24.60447 17.76671
H 15.03153 26.46274 17.53194
H 16.40945 26.99834 18.43878
H 16.24692 27.44955 16.69960
H 20.41396 23.74859 13.94800
H 18.69233 23.31496 13.55934
H 20.15518 25.89509 12.79740
H 19.61018 24.61860 11.54946
H 18.47199 25.49230 12.51756
C 13.36371 20.52399 23.66269
C 14.68542 19.79760 23.77167
O 15.61278 20.68499 23.16040
P 16.87605 20.09620 22.46688
O 17.55185 18.98468 23.19357
O 16.46336 19.69528 20.97486
C 15.63143 20.55098 20.16340
C 16.20362 20.36886 18.76874
O 17.80834 21.40753 22.20128
C 18.27232 22.09956 23.34982
C 19.52491 22.78838 22.83163
H 13.21404 20.81658 22.63484
H 12.65166 19.80660 24.00051
H 13.35366 21.43429 24.24046
H 15.04089 19.65800 24.77622
H 14.76422 18.84170 23.22104
H 14.56760 20.29363 20.22657
H 15.70612 21.52977 20.63374
H 16.16818 19.34044 18.46332
H 15.61052 20.96745 18.06345
H 17.24153 20.74140 18.84219
H 17.50289 22.71076 23.80271
H 18.38153 21.37871 24.15194
H 19.81265 23.57011 23.53668
H 20.35491 22.12160 22.81566
H 19.27863 23.30270 21.92138
C 23.81998 17.87118 12.22401
C 22.68319 17.51946 13.13715
O 23.10227 16.30805 13.86785
P 21.94777 15.54621 14.63014
O 20.72373 15.42418 13.81154
O 22.64440 14.28920 15.30727
C 21.82056 13.37215 15.99054
C 22.41901 11.97674 15.67645
O 21.59726 16.55275 15.85731
C 22.65521 16.79970 16.87529
C 23.12450 18.25182 16.85204
H 23.64735 18.85116 11.77409
H 24.72780 17.85797 12.80916
H 23.96021 17.08270 11.46089
H 22.57950 18.29328 13.88525
H 21.69753 17.25736 12.72272
H 21.85605 13.60725 17.07028
H 20.78579 13.45368 15.65609
H 23.45987 11.98885 16.04210
H 21.91020 11.12230 16.14173
H 22.38630 11.78163 14.58556
H 22.16040 16.51398 17.79583
H 23.41659 16.07212 16.62607
H 23.49419 18.62262 15.89847
H 22.43582 18.95304 17.29379
H 23.97019 18.18410 17.54631
C 9.11974 18.35410 24.50612
C 10.05454 17.87270 25.56738
O 11.28084 17.62655 24.94883
P 12.55307 17.51644 25.91892
O 12.51961 16.56313 27.04012
O 13.68233 17.23414 24.79771
C 14.91160 16.46877 25.00450
C 14.84998 15.07744 24.41194
O 12.74021 19.02586 26.39554
C 13.52400 19.14617 27.61844
C 13.41945 20.53994 28.19089
H 8.11808 18.44937 24.86443
H 9.40870 19.26825 24.03855
H 8.97051 17.57521 23.75779
H 10.09985 18.57601 26.37395
H 9.70600 16.99031 26.06698
H 15.77738 16.99756 24.58353
H 15.13742 16.44472 26.07334
H 14.21215 14.34900 24.92808
H 14.57704 15.14336 23.36427
H 15.87844 14.69100 24.39820
H 13.15049 18.40032 28.32028
H 14.57779 18.88963 27.39258
H 13.93421 20.52896 29.13709
H 13.83142 21.24767 27.48442
H 12.35636 20.79331 28.41891
C 18.26512 17.27741 15.96485
C 18.98595 18.13299 16.97145
O 18.49219 17.79520 18.28712
P 19.52470 17.00962 19.23979
O 20.13289 15.73577 18.77135
O 18.69904 16.76942 20.59193
C 17.57701 15.89863 20.51392
C 16.43499 16.28143 21.45372
O 20.65689 18.02554 19.64689
C 20.35532 19.25319 20.33452
C 20.71364 19.16378 21.81878
H 18.51372 17.50592 14.93345
H 18.45523 16.19631 16.13321
H 17.18199 17.42264 16.07492
H 20.05643 17.99692 16.99155
H 18.81326 19.20270 16.81175
H 17.30670 15.84219 19.46640
H 17.95821 14.89556 20.75941
H 15.60924 15.54923 21.42547
H 16.91342 16.27583 22.44238
H 16.05672 17.27260 21.20692
H 20.87292 20.07016 19.82957
H 19.30954 19.45690 20.11559
H 21.76610 18.91219 21.96501
H 20.57977 20.17241 22.20544
H 20.08511 18.46123 22.36560
```

Net charge ... 0
Gap between HOMO and LUMO ... 0.3018 Eh
Multiplicity ... 1
HOMO energy ... -7.89 eV